Record 1
{
  "formula": "C3H11NOS2",
  "method": "ωB97M-V/def2-TZVPD",
  "species": ["N", "C", "C", "C", "S", "S", "H", "H", "H", "H", "H", "H", "H", "H", "H", "O", "H", "H"],
  "positions_angstrom": [[2.6206, 0.6298, -0.8455], [1.2223, 0.8907, -0.4033], [0.5758, -0.1874, 0.4959], [-0.9082, -0.2254, 0.6351], [-1.2819, 1.3953, 1.4490], [-3.1334, 2.0245, 0.9144], [2.7489, 1.3564, -1.5305], [3.3976, 0.5556, -0.2098], [0.7551, 1.0590, -1.4006], [1.1766, 1.8765, 0.0738], [1.1122, 0.0332, 1.4374], [1.0618, -1.0922, 0.0193], [-1.4201, -0.9942, 1.2415], [-1.6389, -0.2576, -0.2003], [-3.9595, 1.2680, 1.6696], [-1.1642, -2.6358, -1.0597], [-0.7366, -3.4217, -0.7031], [-0.4281, -2.2748, -1.5832]],
  "smiles": "NCCCSS.O",
  "lumo_energy_ha": 0.0257,
  "orbital_gap_ev": 9.4,
  "e_tot_ev": -28496.5372,
  "de_lowest_ev": 1.059
}


Record 2
{
  "formula": "CO5S",
  "method": "ωB97M-V/def2-TZVPD",
  "species": ["O", "S", "O", "O", "O", "C", "O"],
  "positions_angstrom": [[0.4010, 1.2821, -0.8222], [1.0122, 0.0189, -1.1673], [2.4208, -0.3341, -1.1584], [0.1742, -1.0271, -1.7078], [-2.2091, 0.5052, 2.1534], [-1.3456, 0.0265, 1.6012], [-0.4536, -0.4715, 1.1011]],
  "smiles": "O=S(=O)=O.O=C=O",
  "lumo_energy_ha": -0.0307,
  "orbital_gap_ev": 11.4,
  "e_tot_ev": -22108.8415,
  "de_lowest_ev": 0.291
}


Record 3
{
  "formula": "C30H32AsF9N3OPPtSTe",
  "method": "ωB97M-V/def2-TZVPD",
  "species": ["Pt", "C", "As", "C", "C", "H", "H", "H", "H", "H", "H", "H", "H", "H", "C", "S", "C", "O", "H", "H", "H", "H", "H", "H", "F", "C", "F", "F", "C", "C", "C", "C", "C", "C", "P", "C", "C", "C", "C", "C", "C", "C", "F", "F", "F", "C", "C", "C", "C", "C", "C", "C", "F", "F", "F", "H", "H", "H", "H", "H", "H", "H", "H", "H", "H", "H", "H", "N", "C", "C", "N", "C", "C", "N", "H", "H", "H", "H", "H", "Te"],
  "positions_angstrom": [[-0.0400, 0.1759, -0.3127], [-1.8668, -2.6824, 1.4127], [-1.3819, -1.8432, -0.2536], [-3.0700, -1.7675, -1.1945], [-0.4665, -3.3052, -1.1697], [-2.5191, -3.5325, 1.2134], [-2.3642, -1.9303, 2.0200], [-0.9555, -3.0168, 1.9064], [-3.4491, -2.7699, -1.3926], [-2.9276, -1.2279, -2.1285], [-3.7587, -1.2090, -0.5637], [-0.9404, -4.2552, -0.9228], [0.5743, -3.3221, -0.8470], [-0.5148, -3.1363, -2.2439], [2.2192, -2.2101, -3.8556], [2.2325, -1.1153, -2.4455], [3.1469, 0.2279, -3.1902], [0.8001, -0.6388, -2.3336], [1.6952, -1.7243, -4.6782], [1.6936, -3.1153, -3.5575], [3.2443, -2.4515, -4.1357], [4.1679, -0.1015, -3.3841], [3.1585, 1.0497, -2.4774], [2.6465, 0.5382, -4.1075], [7.1636, -0.0864, 1.8336], [6.8691, 1.2149, 1.6924], [7.7345, 1.7196, 0.7879], [7.1395, 1.8188, 2.8629], [5.4453, 1.4379, 1.2666], [4.9245, 2.7259, 1.3153], [3.6223, 2.9565, 0.9100], [2.8244, 1.9075, 0.4443], [3.3597, 0.6262, 0.4187], [4.6663, 0.3853, 0.8216], [1.0853, 2.1320, -0.1184], [1.2783, 2.9013, -1.7770], [2.2471, 3.8668, -2.0484], [2.3957, 4.3781, -3.3269], [1.5629, 3.9278, -4.3428], [0.5789, 2.9871, -4.0831], [0.4400, 2.4719, -2.8022], [1.6967, 4.4906, -5.7305], [0.8384, 5.5063, -5.9393], [2.9316, 4.9651, -5.9673], [1.4393, 3.5633, -6.6717], [0.5656, 3.5326, 0.9117], [-0.1520, 4.5916, 0.3713], [-0.6257, 5.6040, 1.1910], [-0.3791, 5.5542, 2.5535], [0.3300, 4.4970, 3.1054], [0.7916, 3.4840, 2.2853], [-0.8490, 6.6811, 3.4288], [0.0371, 7.7014, 3.4356], [-2.0199, 7.1911, 3.0117], [-1.0092, 6.3004, 4.7073], [5.5336, 3.5421, 1.6818], [3.2169, 3.9574, 0.9837], [2.7355, -0.2047, 0.1219], [5.0587, -0.6225, 0.8138], [2.9050, 4.2167, -1.2638], [3.1574, 5.1166, -3.5364], [-0.0721, 2.6440, -4.8764], [-0.3115, 1.7220, -2.5913], [-0.3634, 4.6248, -0.6894], [-1.1954, 6.4216, 0.7707], [0.5009, 4.4556, 4.1722], [1.3199, 2.6452, 2.7208], [2.4339, -0.2605, 4.6933], [2.4987, -1.1047, 3.6229], [1.4980, -1.0714, 2.6253], [1.5766, -1.8409, 1.5684], [2.6163, -2.6825, 1.4707], [3.5803, -2.7160, 2.4554], [3.5351, -1.9267, 3.5327], [1.5702, 0.2109, 4.8941], [3.0670, -0.4315, 5.4547], [0.6438, -0.3974, 2.6862], [2.6774, -3.3123, 0.5913], [4.4243, -3.3938, 2.3875], [-1.8030, 1.0561, 1.3858]],
  "lumo_energy_ha": -0.0036,
  "orbital_gap_ev": 5.8,
  "e_tot_ev": -154109.7639,
  "de_lowest_ev": 0.000
}